# 1
C3H8N4O2S2 | ωB97M-V/def2-TZVPD

- 2S+1: 1
- HOMO level: -8.636 eV
- Total energy: -1284.8476 Eh
- Kohn-Sham gap: 8.37 eV
- LUMO level: -0.3 eV

Element x y z (Å)
C (2.32652, -1.40221, 0.02308)
C (-1.83833, 1.98503, 0.32657)
C (-2.43003, 0.84786, -0.50023)
H (4.65729, -2.49839, -2.22192)
H (0.03521, -0.19397, 1.44961)
H (-1.84234, 3.39973, -1.00222)
H (-2.19109, 1.90628, 1.35974)
H (-0.73991, 1.90615, 0.34653)
H (-2.12364, 0.92502, -1.54054)
H (-3.52136, 0.91178, -0.47311)
H (-0.68994, -0.73782, -0.10212)
N (3.16351, -1.45875, -0.91189)
N (1.85469, -2.40977, 0.91202)
N (1.03854, -1.88521, 1.69765)
N (0.98817, -0.54512, 1.51373)
O (1.67955, -0.23324, 0.33983)
O (-2.26090, 3.24721, -0.14612)
S (3.90732, -2.96606, -1.21124)
S (-2.01324, -0.79849, 0.14064)

Force components x, y, z for each atom (eV/Å):
C 0.3 -0.1 -0.3
C 0.0 -0.2 0.2
C -0.1 0.1 0.1
H -0.1 0.0 0.1
H -0.1 0.0 0.2
H -0.1 0.1 0.1
H 0.0 0.0 -0.1
H -0.1 0.0 -0.1
H 0.0 0.0 -0.1
H 0.1 0.0 0.0
H -0.4 -0.1 -0.4
N -0.2 -0.2 0.3
N -0.1 0.1 0.0
N 0.2 0.2 -0.1
N 0.2 -0.1 0.5
O 0.0 0.1 -0.1
O 0.2 0.0 -0.2
S 0.0 0.2 -0.1
S 0.1 0.1 0.0

---

# 2
C33H53HgN2O2P2S | ωB97M-V/def2-TZVPD

- 2S+1: 1
- HOMO level (alpha / beta): -8.444 / -8.443 eV
- Total energy: -2783.1922 Eh
- Kohn-Sham gap (alpha / beta): 4.79 / 4.79 eV
- Net charge: +1
- LUMO level (alpha / beta): -3.7 / -3.6 eV

Element x y z (Å)
C (-1.55099, -1.35606, -1.87335)
C (0.61712, -2.07932, -1.45901)
C (-1.77481, -2.32385, -2.85566)
C (0.39115, -3.20860, -2.31528)
C (-0.81034, -3.32830, -2.99910)
H (-2.68944, -2.25226, -3.44367)
H (1.19908, -3.92977, -2.42649)
H (-1.02410, -4.17154, -3.65718)
N (-0.48069, -1.35252, -1.09179)
P (-2.62857, 0.17568, 0.14338)
P (2.50710, -0.41111, 0.00022)
C (-2.54018, -0.21718, -1.63324)
H (-2.16160, 0.67011, -2.16056)
H (-3.53160, -0.44944, -2.04260)
C (0.23606, 2.38120, 2.19398)
O (1.28956, 2.72075, 2.51347)
C (1.91100, -1.64443, -1.08819)
H (2.72139, -2.29781, -1.44277)
C (3.90795, 0.30922, -1.14441)
C (3.32190, -1.10571, 1.64205)
C (-3.36033, 1.89767, 0.25264)
C (-3.69190, -1.26157, 0.73263)
C (3.91044, 1.81894, -0.86330)
H (4.28164, 2.03871, 0.14434)
H (4.57018, 2.31053, -1.59444)
H (2.91179, 2.25065, -0.95556)
C (5.30739, -0.25717, -0.87280)
H (5.67462, -0.03538, 0.13422)
H (5.36318, -1.33780, -1.05887)
H (6.00409, 0.22769, -1.57608)
C (3.61832, 0.05014, -2.63738)
H (4.11371, 0.82697, -3.24268)
H (3.97781, -0.93266, -2.97124)
H (2.55718, 0.09404, -2.88665)
C (4.09897, 0.04237, 2.31342)
H (3.41151, 0.87027, 2.54827)
H (4.52432, -0.33367, 3.25818)
H (4.92524, 0.43789, 1.71185)
C (2.25687, -1.56777, 2.64569)
H (1.59956, -0.74842, 2.96223)
H (1.63835, -2.37962, 2.24672)
H (2.77018, -1.95483, 3.54270)
C (4.18295, -2.32729, 1.32430)
H (5.02905, -2.11489, 0.66492)
H (4.59146, -2.71792, 2.26968)
H (3.55896, -3.11083, 0.87354)
C (-4.34101, -0.86151, 2.06058)
H (-4.90926, -1.72730, 2.43141)
H (-3.58213, -0.62011, 2.81545)
H (-5.04339, -0.02478, 1.95606)
C (-2.78081, -2.48207, 0.97840)
H (-2.28986, -2.82223, 0.06048)
H (-2.00554, -2.25485, 1.72121)
H (-3.40372, -3.30239, 1.36793)
C (-4.77445, -1.66622, -0.27983)
H (-5.44355, -2.38421, 0.21764)
H (-5.37840, -0.81745, -0.62500)
H (-4.35203, -2.17897, -1.15197)
C (-2.59430, 2.86967, -0.66802)
H (-2.80484, 2.68919, -1.73018)
H (-2.91588, 3.89866, -0.43744)
H (-1.50809, 2.81092, -0.52326)
C (-3.20003, 2.38045, 1.70909)
H (-2.13717, 2.44125, 1.99507)
H (-3.63796, 3.38741, 1.79201)
H (-3.71199, 1.71961, 2.42020)
C (-4.83694, 1.89117, -0.16495)
H (-4.96466, 1.56646, -1.20779)
H (-5.46823, 1.26635, 0.47935)
H (-5.21802, 2.92232, -0.09336)
Hg (-0.35111, 0.16101, 1.06512)
N (0.71425, 1.12327, -0.92160)
C (0.84292, 1.20132, -2.10355)
C (0.87247, 2.00593, -3.28234)
C (0.65013, 3.38001, -3.08572)
C (1.15827, 1.51245, -4.56881)
C (0.70378, 4.25790, -4.16373)
H (0.44213, 3.76138, -2.08124)
C (1.22303, 2.40034, -5.64233)
H (1.31666, 0.44698, -4.72506)
C (0.96106, 3.75631, -5.44005)
H (0.54502, 5.32606, -4.00410)
H (1.46565, 2.04080, -6.64273)
H (0.96898, 4.44277, -6.28083)
C (-0.91141, -2.64261, 5.35266)
S (-1.47250, -1.04806, 4.73826)
C (-0.43006, 0.09591, 5.64078)
O (-0.93665, -0.99169, 3.31611)
H (-1.48275, -2.85064, 6.26585)
H (0.15797, -2.57938, 5.58386)
H (-1.10647, -3.39013, 4.57067)
H (0.28570, 0.55846, 4.94755)
H (-1.10867, 0.85812, 6.04825)
H (0.05833, -0.44298, 6.46378)

Force components x, y, z for each atom (eV/Å):
C -0.4 -0.7 -0.4
C 0.4 0.4 0.3
C -0.5 1.1 0.5
C -0.4 -0.2 -0.4
C 0.8 -0.1 0.4
H 0.3 -0.3 0.1
H -0.2 0.1 -0.1
H 0.3 0.2 0.2
N 0.4 0.3 0.0
P -0.5 -0.2 -0.4
P -0.3 -1.3 1.3
C 0.6 0.1 -0.3
H -0.1 -0.2 0.1
H 0.3 0.2 0.2
C 3.6 1.2 1.0
O -3.1 -0.8 -0.8
C 0.0 -1.6 0.6
H -0.3 0.2 -0.1
C -0.2 0.3 0.5
C 0.1 0.1 -0.7
C -0.3 -0.2 0.2
C -0.1 0.2 0.4
C 0.3 0.2 -0.2
H -0.1 0.0 -0.2
H -0.1 0.0 0.3
H 0.2 0.0 0.0
C 0.3 0.1 -0.1
H -0.1 -0.2 -0.3
H 0.0 0.4 0.0
H -0.2 -0.1 0.1
C -0.1 0.1 -0.1
H 0.0 -0.2 0.2
H -0.1 0.3 0.2
H 0.3 -0.2 0.1
C 0.0 -0.1 0.0
H 0.2 -0.2 0.0
H -0.1 0.2 -0.2
H -0.3 -0.1 0.3
C 0.0 0.1 -0.3
H 0.0 -0.1 -0.1
H 0.0 0.1 0.0
H -0.1 0.2 -0.2
C 0.3 -0.2 0.3
H -0.3 -0.1 0.3
H 0.0 0.0 -0.2
H 0.2 0.1 0.1
C -0.2 -0.2 0.2
H 0.1 0.2 0.0
H -0.2 0.0 -0.1
H 0.2 -0.2 0.1
C 0.2 0.1 0.0
H -0.2 0.0 0.2
H -0.2 -0.1 -0.1
H 0.1 0.2 -0.1
C -0.1 0.0 -0.1
H 0.1 0.2 -0.1
H 0.1 -0.2 0.1
H 0.0 0.1 0.2
C 0.1 -0.1 -0.1
H 0.0 0.0 0.3
H 0.1 -0.3 0.0
H -0.1 0.0 0.0
C 0.0 0.0 0.0
H -0.6 0.0 -0.1
H 0.1 -0.3 0.0
H 0.1 0.2 -0.2
C -0.2 0.3 0.0
H 0.0 0.1 0.3
H 0.2 0.2 -0.2
H 0.0 -0.3 -0.1
Hg 0.8 -1.2 -0.9
N -0.3 1.3 -5.4
C -0.9 1.2 4.6
C 0.2 0.0 -1.3
C 0.0 0.2 0.1
C -0.1 0.3 0.1
C -0.1 -0.3 0.0
H 0.1 -0.2 -0.4
C -0.2 0.0 0.2
H 0.0 0.2 0.1
C 0.2 0.1 0.1
H 0.0 -0.4 -0.1
H -0.1 0.0 0.3
H 0.1 -0.1 0.1
C 0.2 0.2 0.4
S 0.2 -0.2 -1.2
C -0.2 0.1 0.8
O -0.3 0.1 0.3
H 0.2 -0.1 -0.2
H -0.2 -0.2 -0.2
H 0.0 0.3 0.3
H -0.2 -0.4 0.2
H 0.4 -0.1 0.0
H 0.0 0.4 -0.2

---

# 3
C15H21N5O | ωB97M-V/def2-TZVPD

- 2S+1: 1
- HOMO level: -8.667 eV
- Total energy: -933.1642 Eh
- Kohn-Sham gap: 9.07 eV
- LUMO level: 0.4 eV

Element x y z (Å)
O (-2.74170, 2.39373, -5.76035)
N (-0.56440, 0.82232, -2.21679)
N (-4.53245, 1.87980, -1.92947)
C (-2.13394, 1.83849, -4.84509)
C (-0.39631, 0.40868, -0.98402)
C (-4.06299, 2.09709, -3.20212)
C (-3.80516, 1.48949, -0.91136)
C (-1.88317, 1.35938, -2.37019)
C (-2.69182, 1.89902, -3.44781)
C (-2.48439, 1.21273, -1.13641)
N (-1.08276, 1.01255, -5.10707)
N (-1.54853, 0.77485, -0.26333)
N (1.64443, -0.64450, 1.79241)
C (1.17057, -0.61870, 4.22273)
C (3.57026, -0.20304, 3.44458)
C (1.63109, -2.16337, 1.63501)
C (0.68764, 0.07596, 1.13164)
C (1.61714, -2.50457, 0.15441)
C (0.49698, -1.82025, -0.56172)
C (0.65672, -0.31740, -0.31489)
C (2.07103, -0.11102, 3.15268)
H (-4.59966, 2.68575, -3.92463)
H (-4.18475, 1.36535, 0.12057)
H (-0.81838, 1.32552, -6.00901)
H (-0.34330, 0.87524, -4.40529)
H (-1.76063, 0.55328, 0.73041)
H (1.39943, -0.00498, 5.02533)
H (0.13466, -0.55516, 3.96508)
H (1.34051, -1.62583, 4.48738)
H (3.96116, -0.14933, 2.47972)
H (3.89877, -1.17860, 3.98223)
H (3.91557, 0.78041, 3.85683)
H (0.78835, -2.66519, 2.18442)
H (2.53532, -2.52965, 2.08096)
H (-0.39540, -0.11623, 1.65429)
H (0.99574, 1.18328, 1.31199)
H (1.38482, -3.50012, -0.10903)
H (2.53946, -2.12903, -0.26960)
H (0.59467, -1.91906, -1.66128)
H (-0.50279, -2.16692, -0.27915)
H (1.60688, -0.05309, -0.85447)
H (1.89133, 0.94315, 3.15042)

Force components x, y, z for each atom (eV/Å):
O 0.6 -0.2 0.6
N 0.2 0.0 -1.4
N -1.7 1.0 -0.9
C -2.0 0.7 0.0
C -3.9 2.5 -0.5
C 2.7 0.2 2.5
C -0.3 0.1 -0.4
C 0.1 -0.5 0.0
C 1.4 -2.0 0.5
C 0.5 0.6 0.2
N 0.3 0.5 0.9
N 0.5 -1.5 1.6
N 3.3 -2.5 2.0
C 0.0 -0.4 -0.7
C -0.4 -0.7 1.2
C -0.9 1.4 0.4
C -1.8 1.6 1.6
C -0.5 0.8 0.2
C -0.3 1.5 -0.7
C 0.9 0.4 -1.4
C -0.7 -1.0 -1.4
H -0.8 -0.5 -0.2
H -0.4 0.2 -0.8
H 1.0 -0.4 -1.1
H -0.6 0.1 -0.3
H 0.4 0.2 -1.5
H -0.1 1.0 2.1
H -0.7 0.4 -0.2
H 0.5 -1.3 0.3
H 1.2 -0.5 -1.7
H -0.4 2.0 -0.7
H -0.2 -1.3 0.5
H 0.3 0.5 -0.4
H 0.5 -0.1 0.3
H 1.8 0.5 -1.1
H -1.1 -1.6 -0.7
H 0.8 -1.7 0.4
H 0.4 -0.4 -0.2
H -0.1 -0.3 0.5
H 0.1 -0.1 0.2
H -0.6 0.0 0.8
H -0.3 0.8 -0.7

---

Number 1: molecular weight 196.26 g mol⁻¹. Number 2: molecular weight 804.40 g mol⁻¹. Number 3: molecular weight 287.37 g mol⁻¹.